{
  "formula": "C13H28N9O3P2Sn",
  "method": "ωB97M-V with the def2-TZVPD basis set",
  "elements": ["Sn", "C", "N", "C", "P", "O", "O", "P", "O", "N", "C", "C", "N", "C", "C", "N", "C", "C", "H", "H", "H", "H", "H", "H", "H", "H", "H", "H", "H", "H", "H", "H", "H", "H", "H", "H", "H", "H", "H", "H", "H", "H", "N", "C", "C", "C", "N", "H", "H", "H", "H", "N", "C", "N", "C", "N"],
  "xyz": [[-1.62474, -1.93351, 0.77403], [3.89576, -1.81371, 0.17293], [3.26356, -0.53531, -0.02037], [4.05806, 0.46869, -0.67587], [1.83866, -0.20671, 0.75853], [0.86776, -1.31251, 0.76863], [1.30356, 1.07159, -0.08067], [-0.19334, 1.45129, -0.62887], [-1.19274, 0.50539, -0.10267], [-0.34974, 3.00469, -0.07947], [-1.67154, 3.53219, 0.17173], [0.73106, 3.96459, -0.07917], [-0.05794, 1.36589, -2.28557], [-0.39824, 0.12949, -2.94517], [0.55626, 2.38169, -3.10937], [2.10266, 0.36749, 2.30143], [3.16006, 1.28899, 2.62733], [1.24016, -0.06841, 3.37363], [4.84916, -1.70391, 0.69533], [4.11356, -2.27161, -0.79497], [3.24186, -2.47551, 0.73483], [5.00466, 0.63389, -0.15657], [3.50826, 1.40229, -0.73607], [4.30986, 0.14309, -1.68757], [-2.38864, 2.71309, 0.20653], [-1.96654, 4.24689, -0.60277], [-1.68194, 4.06859, 1.12523], [1.68286, 3.45519, -0.21367], [0.73886, 4.50309, 0.87333], [0.60406, 4.72179, -0.86027], [-1.09344, -0.44431, -2.32857], [0.49616, -0.48061, -3.10557], [-0.84994, 0.33039, -3.91727], [0.54306, 3.35079, -2.61767], [0.02176, 2.46269, -4.05887], [1.59466, 2.12529, -3.34187], [3.80016, 1.45329, 1.76313], [3.76826, 0.90889, 3.45503], [2.74496, 2.24939, 2.95113], [1.16406, -1.15961, 3.37993], [0.23636, 0.35239, 3.24183], [1.63436, 0.26429, 4.33243], [-5.26144, -1.26951, 1.44423], [-6.38694, -1.22111, 0.72833], [-6.04604, -1.48341, -0.59207], [-4.66634, -1.68351, -0.56947], [-4.19534, -1.55581, 0.67523], [-5.16974, -1.14701, 2.44483], [-7.34654, -1.01311, 1.16223], [-6.70474, -1.53041, -1.43587], [-3.99454, -1.91641, -1.38747], [-1.03544, -3.96271, -0.12847], [-0.89724, -5.13941, -0.22127], [-0.73974, -6.34471, -0.16637], [-0.63804, -7.56601, -0.46777], [-0.52344, -8.67821, -0.76417]],
  "e_tot_ev": -57870.9312,
  "spin_multiplicity": 1,
  "max_force_ev_per_a": 3.2,
  "gap_ev": [4.515, 4.025],
  "e_above_lowest_kj_mol": 218.4,
  "homo_energy_ev": [-17.0, -16.9],
  "mol_weight_g_mol": 539.09,
  "charge": 3
}

{
  "formula": "C13H29AlNO6PS2Te",
  "method": "ωB97M-V with the def2-TZVPD basis set",
  "elements": ["Al", "C", "O", "C", "C", "O", "C", "C", "O", "C", "H", "H", "H", "H", "H", "H", "H", "H", "H", "H", "H", "H", "H", "H", "S", "C", "N", "C", "C", "S", "H", "H", "H", "H", "H", "C", "C", "O", "P", "O", "Te", "O", "C", "C", "H", "H", "H", "H", "H", "H", "H", "H", "H", "H"],
  "xyz": [[-0.11152, 1.20351, -0.17341], [-0.44754, 1.56018, -3.24194], [0.30759, 1.06456, -2.11460], [1.46942, 0.28071, -2.45245], [2.47383, 0.53408, -1.35461], [1.69459, 0.50053, -0.13476], [2.41024, 0.51199, 1.12491], [1.34138, 0.27576, 2.16593], [0.21319, 1.07628, 1.75716], [-0.62905, 1.53571, 2.84206], [-0.77947, 0.71873, -3.84843], [0.18156, 2.22301, -3.83104], [-1.29897, 2.10901, -2.85345], [1.86369, 0.60558, -3.41213], [1.18083, -0.76827, -2.50260], [2.94814, 1.51100, -1.44308], [3.22980, -0.24736, -1.32111], [2.89951, 1.47852, 1.24316], [3.14990, -0.28602, 1.12493], [1.68100, 0.59843, 3.14780], [1.03086, -0.76760, 2.20339], [-0.96229, 0.67565, 3.41956], [-1.48300, 2.03967, 2.40339], [-0.05921, 2.22217, 3.46289], [-0.76462, -1.17894, -0.16047], [-2.48167, -1.09738, -0.16014], [-3.21601, -1.03759, -1.23842], [-4.67013, -0.90395, -1.08978], [-4.99053, -1.13228, 0.39800], [-3.39459, -1.11963, 1.28450], [-2.78064, -1.06079, -2.14903], [-5.16711, -1.63698, -1.71982], [-4.97099, 0.09115, -1.41200], [-5.47468, -2.08666, 0.58071], [-5.60895, -0.33835, 0.80415], [-1.99718, 5.01140, 2.88339], [-2.85338, 5.01274, 1.64532], [-2.86558, 3.68279, 1.01141], [-1.99841, 3.26537, -0.22076], [-1.83150, 1.72224, -0.16394], [0.28098, 3.95392, -0.28084], [-2.86236, 3.52627, -1.50130], [-3.69674, 4.71264, -1.71122], [-4.64187, 4.42035, -2.84401], [-2.05408, 5.99818, 3.34441], [-0.95322, 4.80394, 2.65102], [-2.36396, 4.28184, 3.60620], [-2.51833, 5.75319, 0.91835], [-3.89431, 5.20682, 1.88373], [-3.03914, 5.54989, -1.94539], [-4.23527, 4.92159, -0.78794], [-4.09392, 4.13084, -3.74030], [-5.21589, 5.31891, -3.07148], [-5.34031, 3.62765, -2.57673]],
  "e_tot_ev": -72568.2861,
  "spin_multiplicity": 1,
  "max_force_ev_per_a": 0.5,
  "gap_ev": 8.687,
  "homo_energy_ev": -14.0,
  "mol_weight_g_mol": 545.07,
  "charge": 2
}

{
  "formula": "C13H29B3NO5",
  "method": "ωB97M-V with the def2-TZVPD basis set",
  "elements": ["C", "B", "O", "B", "O", "B", "C", "C", "C", "O", "O", "H", "H", "H", "H", "H", "H", "H", "H", "H", "H", "H", "C", "C", "C", "C", "C", "C", "N", "O", "C", "C", "C", "H", "H", "H", "H", "H", "H", "H", "H", "H", "H", "H", "H", "H", "H", "H", "H", "H", "H"],
  "xyz": [[-3.35001, 0.08801, -2.05684], [-2.57632, -0.23578, -3.36154], [-3.05197, 0.05557, -4.64589], [-2.09074, 0.65018, -5.43625], [-0.79758, 0.17313, -5.39585], [-0.41266, -0.04050, -4.05927], [0.82752, 0.63732, -3.42761], [0.28834, 1.69445, -2.43270], [1.33805, 2.63159, -1.89134], [2.03538, 3.39516, -2.89332], [-1.30228, -0.79188, -3.30342], [-4.26263, 0.65781, -2.21666], [-3.60884, -0.82465, -1.51817], [-2.71295, 0.65412, -1.37600], [-2.33907, 1.61195, -6.09691], [1.40671, -0.09278, -2.86084], [1.46269, 1.10449, -4.17827], [-0.55131, 2.24764, -2.87458], [-0.10552, 1.16337, -1.56647], [2.06225, 2.04447, -1.33022], [0.85463, 3.33629, -1.21864], [1.67605, 3.16405, -3.74785], [1.81069, -0.15963, 4.26558], [1.71202, -0.53443, 2.77372], [1.55580, -2.05814, 2.65817], [0.17856, -2.59275, 3.06607], [-0.94419, -1.57181, 2.82144], [-0.60330, -0.50655, 1.77467], [0.58080, 0.20862, 2.20110], [0.95049, 1.21289, 1.28998], [-1.75376, 0.50022, 1.74779], [-0.51102, -1.14916, 0.37532], [3.03050, -0.16377, 2.10719], [1.94613, 0.91891, 4.35653], [2.65572, -0.65951, 4.76018], [0.89620, -0.43001, 4.79706], [1.75414, -2.34711, 1.62309], [2.33630, -2.54703, 3.25215], [-0.02263, -3.50643, 2.49868], [0.17958, -2.89120, 4.11829], [-1.85852, -2.09842, 2.52782], [-1.18276, -1.05411, 3.75536], [-1.80819, 1.02529, 2.70248], [-2.70988, -0.00948, 1.56992], [-1.59674, 1.23784, 0.96146], [-1.45550, -1.63729, 0.10659], [0.27822, -1.89946, 0.31260], [-0.30084, -0.38112, -0.36702], [3.84658, -0.71549, 2.59050], [3.22738, 0.90163, 2.19502], [3.01850, -0.41655, 1.04691]],
  "e_tot_ev": -27713.9744,
  "spin_multiplicity": 1,
  "max_force_ev_per_a": 1.2,
  "gap_ev": 3.977,
  "homo_energy_ev": -1.5,
  "mol_weight_g_mol": 311.81,
  "charge": -1
}

Q: Number 1 is which compound?
A: C13H28N9O3P2Sn

Q: What is the formula in the second record?
A: C13H29AlNO6PS2Te

Copy entry 2 word for word.
{
  "formula": "C13H29AlNO6PS2Te",
  "method": "ωB97M-V with the def2-TZVPD basis set",
  "elements": ["Al", "C", "O", "C", "C", "O", "C", "C", "O", "C", "H", "H", "H", "H", "H", "H", "H", "H", "H", "H", "H", "H", "H", "H", "S", "C", "N", "C", "C", "S", "H", "H", "H", "H", "H", "C", "C", "O", "P", "O", "Te", "O", "C", "C", "H", "H", "H", "H", "H", "H", "H", "H", "H", "H"],
  "xyz": [[-0.11152, 1.20351, -0.17341], [-0.44754, 1.56018, -3.24194], [0.30759, 1.06456, -2.11460], [1.46942, 0.28071, -2.45245], [2.47383, 0.53408, -1.35461], [1.69459, 0.50053, -0.13476], [2.41024, 0.51199, 1.12491], [1.34138, 0.27576, 2.16593], [0.21319, 1.07628, 1.75716], [-0.62905, 1.53571, 2.84206], [-0.77947, 0.71873, -3.84843], [0.18156, 2.22301, -3.83104], [-1.29897, 2.10901, -2.85345], [1.86369, 0.60558, -3.41213], [1.18083, -0.76827, -2.50260], [2.94814, 1.51100, -1.44308], [3.22980, -0.24736, -1.32111], [2.89951, 1.47852, 1.24316], [3.14990, -0.28602, 1.12493], [1.68100, 0.59843, 3.14780], [1.03086, -0.76760, 2.20339], [-0.96229, 0.67565, 3.41956], [-1.48300, 2.03967, 2.40339], [-0.05921, 2.22217, 3.46289], [-0.76462, -1.17894, -0.16047], [-2.48167, -1.09738, -0.16014], [-3.21601, -1.03759, -1.23842], [-4.67013, -0.90395, -1.08978], [-4.99053, -1.13228, 0.39800], [-3.39459, -1.11963, 1.28450], [-2.78064, -1.06079, -2.14903], [-5.16711, -1.63698, -1.71982], [-4.97099, 0.09115, -1.41200], [-5.47468, -2.08666, 0.58071], [-5.60895, -0.33835, 0.80415], [-1.99718, 5.01140, 2.88339], [-2.85338, 5.01274, 1.64532], [-2.86558, 3.68279, 1.01141], [-1.99841, 3.26537, -0.22076], [-1.83150, 1.72224, -0.16394], [0.28098, 3.95392, -0.28084], [-2.86236, 3.52627, -1.50130], [-3.69674, 4.71264, -1.71122], [-4.64187, 4.42035, -2.84401], [-2.05408, 5.99818, 3.34441], [-0.95322, 4.80394, 2.65102], [-2.36396, 4.28184, 3.60620], [-2.51833, 5.75319, 0.91835], [-3.89431, 5.20682, 1.88373], [-3.03914, 5.54989, -1.94539], [-4.23527, 4.92159, -0.78794], [-4.09392, 4.13084, -3.74030], [-5.21589, 5.31891, -3.07148], [-5.34031, 3.62765, -2.57673]],
  "e_tot_ev": -72568.2861,
  "spin_multiplicity": 1,
  "max_force_ev_per_a": 0.5,
  "gap_ev": 8.687,
  "homo_energy_ev": -14.0,
  "mol_weight_g_mol": 545.07,
  "charge": 2
}

Q: What is the formula in the second record?
A: C13H29AlNO6PS2Te